# C88H213N15O16

A cluster of 16 separate species, C88H213N15O16 in total in a non-equilibrium geometry (wB97M-V/def2-TZVPD, OMol25).

Each line ends with the Löwdin charge.
Positions of all 332 atoms, in Å:
C: 15.644 15.841 21.023  -0.024
C: 16.934 16.035 21.799  -0.458
C: 17.631 14.713 22.068  -0.043
O: 17.822 16.932 21.104  -0.070
H: 15.030 15.088 21.496  0.051
H: 15.901 15.449 20.023  0.085
H: 15.081 16.790 20.973  0.073
H: 16.616 16.395 22.755  0.105
H: 18.614 14.937 22.482  0.070
H: 17.790 14.159 21.124  0.083
H: 17.073 14.107 22.763  0.049
H: 17.986 16.528 20.257  0.017
C: 22.128 22.303 23.100  -0.048
C: 21.818 21.332 21.925  -0.461
C: 20.347 21.098 21.881  -0.155
O: 20.118 20.186 20.718  -0.242
C: 18.736 19.996 20.527  -0.125
N: 22.245 21.949 20.673  0.061
H: 21.514 23.200 23.030  0.079
H: 23.184 22.538 23.008  0.071
H: 21.880 21.824 24.055  0.067
H: 22.315 20.365 22.149  0.128
H: 19.777 22.058 21.693  0.148
H: 19.929 20.642 22.807  0.132
H: 18.611 19.426 19.599  0.071
H: 18.208 20.933 20.475  0.077
H: 18.307 19.377 21.325  0.076
H: 21.894 21.377 19.919  0.051
H: 23.233 22.078 20.571  0.068
C: 23.394 17.339 25.173  -0.044
C: 21.873 17.475 25.616  -0.355
C: 21.243 18.725 24.966  -0.206
O: 19.913 19.017 25.442  -0.174
C: 18.896 18.235 24.815  -0.088
N: 21.105 16.275 25.169  0.046
H: 23.889 18.324 25.185  0.072
H: 23.492 16.911 24.179  0.052
H: 23.844 16.715 25.978  0.079
H: 21.800 17.618 26.701  0.127
H: 21.317 18.496 23.899  0.090
H: 21.829 19.621 25.180  0.115
H: 18.013 18.874 24.905  0.081
H: 18.759 17.310 25.340  0.044
H: 19.181 18.069 23.756  0.086
H: 21.594 15.408 25.113  0.058
H: 20.661 16.412 24.261  0.064
C: 14.374 13.212 23.178  -0.061
C: 13.497 12.197 23.905  -0.457
C: 14.029 12.085 25.255  -0.216
O: 13.663 13.302 25.961  -0.225
C: 14.168 13.446 27.275  -0.106
N: 12.066 12.536 23.983  0.077
H: 13.762 13.529 22.329  0.065
H: 15.324 12.816 22.814  0.070
H: 14.522 14.117 23.797  0.082
H: 13.610 11.214 23.440  0.134
H: 15.166 11.928 25.234  0.140
H: 13.616 11.203 25.783  0.131
H: 13.593 14.283 27.659  0.081
H: 15.263 13.669 27.246  0.076
H: 13.981 12.579 27.948  0.095
H: 11.758 12.635 23.035  0.040
H: 12.024 13.412 24.492  0.071
C: 21.949 15.286 20.871  -0.062
C: 22.277 16.734 21.062  -0.444
C: 22.687 17.404 19.773  -0.160
O: 21.664 17.356 18.684  -0.248
C: 22.186 18.003 17.498  -0.101
N: 21.078 17.358 21.639  0.077
H: 21.496 14.910 21.813  0.079
H: 22.761 14.600 20.545  0.091
H: 21.182 15.264 20.093  0.059
H: 23.159 16.894 21.731  0.137
H: 23.668 16.974 19.409  0.133
H: 22.917 18.512 19.918  0.135
H: 21.652 17.645 16.621  0.075
H: 23.269 17.780 17.431  0.087
H: 22.111 19.115 17.558  0.082
H: 21.081 18.364 21.427  0.054
H: 20.222 17.010 21.202  0.056
C: 14.759 19.959 19.606  -0.070
C: 14.064 20.707 20.733  -0.422
C: 15.021 21.722 21.418  -0.244
O: 16.082 21.148 22.021  -0.206
C: 15.823 20.378 23.158  -0.091
N: 12.954 21.479 20.096  0.041
H: 14.875 20.672 18.780  0.083
H: 14.230 19.056 19.283  0.066
H: 15.772 19.692 19.976  0.080
H: 13.691 19.965 21.463  0.112
H: 14.373 22.310 22.120  0.133
H: 15.445 22.379 20.640  0.137
H: 14.941 20.811 23.694  0.098
H: 16.736 20.494 23.763  0.090
H: 15.644 19.328 22.890  0.084
H: 12.480 20.845 19.453  0.053
H: 12.262 21.672 20.795  0.053
C: 14.937 20.494 26.815  -0.044
C: 13.859 19.476 27.269  -0.467
C: 14.527 18.129 27.133  -0.241
O: 15.076 17.900 25.852  -0.204
C: 15.560 16.569 25.765  -0.084
N: 13.405 19.769 28.573  0.043
H: 14.516 21.502 26.863  0.082
H: 15.162 20.222 25.788  0.035
H: 15.855 20.362 27.412  0.094
H: 13.021 19.502 26.522  0.147
H: 13.799 17.330 27.417  0.131
H: 15.297 18.080 27.898  0.117
H: 16.203 16.367 26.645  0.083
H: 16.229 16.575 24.903  0.075
H: 14.691 15.907 25.661  0.074
H: 12.805 19.101 29.051  0.084
H: 14.016 20.301 29.150  0.066
C: 11.187 13.926 19.532  -0.075
C: 11.005 12.474 19.152  -0.475
C: 12.067 11.686 19.789  -0.266
O: 13.321 12.235 19.501  -0.170
C: 14.304 11.330 19.951  -0.115
N: 9.680 11.900 19.359  0.056
H: 10.313 14.536 19.248  0.073
H: 12.099 14.423 19.135  0.082
H: 11.239 13.963 20.640  0.082
H: 11.266 12.398 18.070  0.149
H: 11.920 10.663 19.374  0.141
H: 11.956 11.603 20.873  0.120
H: 15.251 11.839 19.770  0.083
H: 14.293 10.381 19.375  0.095
H: 14.262 11.116 21.016  0.072
H: 9.413 11.935 20.337  0.075
H: 8.991 12.417 18.821  0.074
C: 9.661 17.275 21.717  -0.033
C: 10.876 18.030 21.095  -0.418
C: 12.139 17.199 21.012  -0.254
O: 12.411 16.379 22.110  -0.192
C: 12.943 17.200 23.172  -0.060
N: 10.724 18.547 19.720  0.050
H: 9.846 16.927 22.725  0.069
H: 9.381 16.458 21.050  0.069
H: 8.860 18.018 21.746  0.073
H: 11.056 18.888 21.750  0.124
H: 13.004 17.848 20.859  0.084
H: 12.058 16.576 20.108  0.112
H: 12.198 17.902 23.577  0.097
H: 13.805 17.773 22.782  0.076
H: 13.261 16.487 23.903  0.067
H: 10.038 19.275 19.639  0.067
H: 10.464 17.805 19.094  0.060
C: 20.014 20.894 12.881  -0.063
C: 20.525 21.606 14.090  -0.445
C: 20.116 20.888 15.345  -0.247
O: 20.305 21.704 16.460  -0.141
C: 19.705 21.132 17.560  -0.137
N: 21.984 21.705 14.215  0.044
H: 19.975 21.587 12.043  0.078
H: 18.994 20.562 13.072  0.073
H: 20.657 20.030 12.699  0.083
H: 20.093 22.598 14.199  0.146
H: 20.728 19.988 15.429  0.121
H: 19.039 20.593 15.234  0.125
H: 19.713 21.846 18.362  0.087
H: 20.324 20.300 17.985  0.080
H: 18.692 20.746 17.382  0.068
H: 22.502 20.844 14.137  0.068
H: 22.386 22.463 13.683  0.068
C: 17.340 15.394 16.737  -0.047
C: 18.318 16.409 17.183  -0.449
C: 17.582 17.695 17.323  -0.203
O: 16.993 17.967 16.030  -0.181
C: 16.223 19.184 16.193  -0.081
N: 18.967 16.031 18.441  0.085
H: 17.055 15.506 15.690  0.087
H: 16.465 15.459 17.377  0.085
H: 17.815 14.438 16.920  0.062
H: 19.092 16.584 16.422  0.137
H: 18.255 18.519 17.625  0.109
H: 16.772 17.515 18.074  0.134
H: 15.537 19.334 15.358  0.077
H: 16.874 20.064 16.300  0.071
H: 15.630 19.143 17.094  0.054
H: 19.180 15.040 18.529  0.066
H: 19.843 16.511 18.602  0.043
C: 18.032 16.112 29.368  -0.041
C: 18.780 14.862 28.927  -0.497
C: 18.471 13.639 29.763  -0.145
C: 18.800 12.327 29.135  -0.183
C: 18.249 12.215 27.714  -0.137
C: 18.730 13.345 26.876  -0.557
N: 18.361 14.583 27.531  -0.070
O: 18.634 15.707 26.718  -0.091
C: 20.239 13.152 26.681  -0.020
C: 18.148 13.352 25.481  -0.019
C: 20.268 15.298 29.103  -0.026
H: 18.175 16.435 30.403  0.094
H: 16.958 16.015 29.151  0.083
H: 18.342 16.876 28.680  0.067
H: 18.846 13.742 30.790  0.130
H: 17.387 13.634 29.842  0.118
H: 18.416 11.443 29.669  0.121
H: 19.901 12.228 29.133  0.107
H: 17.162 12.182 27.762  0.115
H: 18.642 11.282 27.272  0.132
H: 20.442 12.293 26.002  0.094
H: 20.582 14.066 26.185  0.055
H: 20.782 12.970 27.601  0.059
H: 18.614 14.064 24.792  0.075
H: 18.299 12.337 25.070  0.079
H: 17.108 13.639 25.539  0.074
H: 20.543 16.234 28.606  0.075
H: 21.035 14.575 28.788  0.068
H: 20.389 15.439 30.187  0.086
H: 19.570 15.622 26.367  0.061
C: 16.895 11.811 15.807  -0.038
C: 15.875 10.891 15.235  -0.537
C: 15.095 11.633 14.154  -0.142
C: 15.805 11.745 12.845  -0.186
C: 16.335 10.407 12.359  -0.136
C: 17.182 9.737 13.433  -0.522
N: 16.371 9.623 14.640  -0.066
O: 17.254 9.061 15.622  -0.065
C: 17.458 8.268 13.019  -0.039
C: 18.556 10.432 13.510  -0.025
C: 14.989 10.388 16.352  -0.029
H: 16.505 12.324 16.696  0.094
H: 17.171 12.567 15.075  0.076
H: 17.736 11.196 16.061  0.066
H: 14.126 11.118 14.008  0.135
H: 14.809 12.579 14.614  0.102
H: 16.692 12.389 12.891  0.107
H: 15.118 12.212 12.118  0.120
H: 16.989 10.575 11.487  0.127
H: 15.526 9.757 12.069  0.117
H: 16.534 7.675 12.970  0.088
H: 17.891 8.227 12.010  0.087
H: 18.121 7.726 13.682  0.071
H: 19.208 9.923 14.193  0.072
H: 18.971 10.399 12.505  0.089
H: 18.505 11.479 13.846  0.066
H: 14.387 11.229 16.715  0.091
H: 15.600 10.005 17.172  0.064
H: 14.350 9.615 15.936  0.092
H: 16.825 8.204 15.802  0.123
C: 13.206 18.392 13.003  -0.014
C: 12.529 17.013 12.633  -0.556
C: 13.604 16.048 12.419  -0.180
C: 14.315 15.623 13.673  -0.181
C: 13.310 15.093 14.677  -0.146
C: 12.133 16.011 14.879  -0.477
N: 11.628 16.391 13.564  -0.098
O: 10.463 17.178 13.693  -0.012
C: 10.932 15.377 15.638  -0.026
C: 12.612 17.217 15.850  -0.007
C: 11.788 17.246 11.272  -0.027
H: 13.569 18.956 12.108  0.104
H: 12.418 18.973 13.490  0.072
H: 14.009 18.317 13.733  0.044
H: 13.215 15.148 11.907  0.139
H: 14.330 16.567 11.768  0.133
H: 14.955 14.756 13.462  0.100
H: 15.025 16.364 14.074  0.110
H: 13.853 15.060 15.636  0.127
H: 12.974 14.133 14.277  0.123
H: 10.271 16.164 15.979  0.067
H: 11.217 14.723 16.493  0.079
H: 10.388 14.748 14.929  0.088
H: 12.699 16.867 16.886  0.077
H: 11.789 17.957 15.840  0.078
H: 13.541 17.692 15.543  0.044
H: 12.577 17.272 10.482  0.089
H: 11.079 16.389 11.114  0.101
H: 11.240 18.225 11.273  0.088
H: 10.828 18.037 13.921  0.069
C: 25.618 13.225 14.227  -0.023
C: 24.422 12.545 14.911  -0.531
C: 24.822 11.628 16.047  -0.152
C: 23.641 11.158 16.777  -0.223
C: 22.786 12.247 17.325  -0.124
C: 22.373 13.257 16.216  -0.496
N: 23.546 13.628 15.466  -0.054
O: 23.042 14.351 14.329  -0.042
C: 21.170 12.672 15.421  -0.028
C: 21.752 14.555 16.761  -0.036
C: 23.774 11.714 13.839  -0.039
H: 26.164 12.525 13.590  0.087
H: 26.317 13.632 14.996  0.094
H: 25.161 14.056 13.715  0.067
H: 25.412 10.809 15.687  0.123
H: 25.398 12.279 16.744  0.138
H: 23.919 10.418 17.564  0.129
H: 23.009 10.536 16.134  0.108
H: 23.234 12.820 18.173  0.129
H: 21.917 11.761 17.804  0.105
H: 21.325 11.681 15.041  0.050
H: 20.335 12.658 16.111  0.071
H: 20.987 13.278 14.526  0.092
H: 21.206 15.095 15.979  0.083
H: 21.081 14.260 17.567  0.069
H: 22.475 15.254 17.180  0.076
H: 22.971 11.114 14.258  0.057
H: 24.573 11.042 13.473  0.098
H: 23.436 12.295 12.981  0.095
H: 23.456 15.189 14.519  0.100
C: 19.066 11.635 19.397  -0.033
C: 18.987 10.170 19.811  -0.531
C: 20.267 9.489 19.396  -0.137
C: 21.419 9.748 20.367  -0.167
C: 20.982 9.447 21.822  -0.120
C: 19.700 10.223 22.195  -0.522
N: 18.693 9.844 21.227  -0.037
O: 17.429 10.530 21.546  -0.045
C: 19.241 9.738 23.599  -0.035
C: 20.015 11.713 22.422  -0.030
C: 17.763 9.658 19.054  -0.033
H: 19.906 12.167 19.851  0.056
H: 18.143 12.118 19.702  0.066
H: 19.112 11.718 18.260  0.100
H: 20.039 8.401 19.491  0.135
H: 20.521 9.654 18.352  0.115
H: 21.814 10.778 20.335  0.102
H: 22.295 9.134 20.103  0.112
H: 21.779 9.783 22.467  0.114
H: 20.783 8.392 22.002  0.119
H: 20.078 9.861 24.295  0.086
H: 18.376 10.319 23.934  0.066
H: 19.004 8.675 23.533  0.086
H: 19.068 12.189 22.629  0.059
H: 20.627 11.874 23.315  0.086
H: 20.449 12.252 21.587  0.051
H: 17.583 8.690 19.514  0.093
H: 18.020 9.518 17.991  0.083
H: 16.928 10.304 19.256  0.048
H: 16.975 9.905 22.134  0.105

- electronic energy (a.u.) = -5505.45032
- HOMO-LUMO gap (eV) = 8.7
- max |F| (eV/Å) = 3.2
- HOMO energy (eV) = -8.287
- molecular weight (u) = 1737.8



# C5H8

The molecule C5H8 in a non-equilibrium geometry (wB97M-V/def2-TZVPD, OMol25).

Each line ends with the Löwdin charge.
Positions of all 13 atoms, in Å:
C: -0.580 -0.115 -1.942  0.008
C: -0.081 -0.051 -0.709  -0.366
C: 0.362 1.049 0.206  -0.129
C: 0.322 0.022 1.369  -0.163
C: 0.071 -1.116 0.352  -0.137
H: -0.498 0.766 -2.577  0.048
H: -1.536 -0.470 -1.536  0.081
H: -0.377 1.863 0.271  0.119
H: 1.326 1.462 -0.070  0.108
H: -0.535 0.154 2.035  0.103
H: 1.238 -0.039 1.953  0.096
H: -0.703 -1.866 0.556  0.112
H: 0.993 -1.659 0.092  0.120

- electronic energy (a.u.) = -195.19365
- HOMO-LUMO gap (eV) = 9.6
- ΔE to the lowest compared entry with this formula, charge and spin (kcal per mole) = 61.7
- structure (SMILES) = C=C1CCC1
- max |F| (eV/Å) = 2.5
- HOMO energy (eV) = -8.463
- molecular weight (u) = 68.1



# C5H13NS

A cluster of 2 separate species, C5H13NS in total in a non-equilibrium geometry (wB97M-V/def2-TZVPD, OMol25).

Each line ends with the Löwdin charge.
Positions of all 20 atoms, in Å:
C: 1.131 -0.752 -1.911  -0.250
C: -0.305 -0.944 -1.440  -0.682
S: -0.419 -2.256 -0.255  0.625
C: 2.032 -0.161 -0.788  -0.369
N: 1.910 1.205 -0.571  0.140
C: -2.177 0.191 1.817  -0.190
C: -1.015 1.168 1.940  -0.174
H: 1.155 -0.006 -2.723  0.110
H: 1.447 -1.736 -2.281  0.110
H: -0.686 -0.010 -1.027  0.053
H: -0.907 -1.195 -2.321  0.083
H: 2.660 1.652 -1.113  0.055
H: 1.633 -0.677 0.121  0.077
H: 3.041 -0.602 -0.806  0.116
H: -1.781 -0.811 1.995  0.028
H: -2.640 0.291 0.825  0.061
H: -2.971 0.276 2.546  0.053
H: -0.811 1.341 3.005  0.064
H: -0.102 0.856 1.444  0.029
H: -1.197 2.169 1.542  0.061

- electronic energy (a.u.) = -651.03547
- HOMO-LUMO gap (eV) = 4.4
- ΔE to the lowest compared entry with this formula, charge and spin (kcal per mole) = 130.8
- max |F| (eV/Å) = 2.2
- HOMO energy (eV) = -8.050
- molecular weight (u) = 119.2